Record 1
DFT (ωB97M-V/def2-TZVPD) results for a 3-piece molecular cluster, C21H41N4O6 overall in a non-equilibrium geometry.

Each line ends with the Mulliken charge.
Cartesian coordinates (Å):
1 C 5.23002 0.87097 -4.43028  -0.9052
2 C 3.91424 0.73605 -3.44395  0.4854
3 O 3.71806 -0.50649 -2.91989  -0.4642
4 N 2.97410 1.82748 -3.03062  0.3467
5 C 3.52269 3.21713 -3.14825  0.2931
6 C 3.97811 4.01480 -4.50571  -1.0024
7 O 3.64591 3.91772 -1.98563  -0.4987
8 C 1.56077 1.65988 -3.50091  0.1961
9 C 0.73771 2.72185 -4.49695  -0.0384
10 C -0.85220 2.46546 -4.91921  -0.5688
11 C -1.55655 1.11515 -4.30660  -0.1517
12 N -0.81450 0.14687 -3.41321  0.0595
13 C 0.62816 0.36236 -3.00353  -0.1889
14 H 5.02753 0.58541 -5.55096  0.2594
15 H 5.79891 1.91407 -4.31170  0.3097
16 H 6.01218 0.06452 -4.02698  0.3135
17 H 3.37460 5.02695 -4.67545  0.3575
18 H 5.10460 4.33207 -4.37300  0.3477
19 H 3.92652 3.34266 -5.49078  0.2782
20 H 1.24501 3.69567 -4.89662  0.2073
21 H -1.41941 3.21625 -5.61556  0.3367
22 H -2.70164 0.89021 -4.55112  0.3474
23 H -1.29305 -0.71793 -3.04669  0.3215
24 H 1.11708 -0.42027 -2.27757  0.5812
25 C 3.09523 -4.92319 2.36444  -0.7072
26 O 2.17442 -5.54774 1.48038  -0.3336
27 C 0.85698 -5.66569 2.03107  -0.8095
28 C -0.12176 -4.74022 1.28937  -0.1726
29 N 0.14886 -3.32969 1.58887  -0.1956
30 C -0.55428 -2.39299 0.70726  -0.9334
31 C -0.21311 -2.43674 -0.79929  0.0467
32 O 1.11459 -2.00587 -1.10504  -0.4136
33 C 2.10836 -3.01217 -0.96788  -0.7174
34 H 4.09669 -5.01949 1.93499  0.2375
35 H 2.87391 -3.85868 2.46917  0.3002
36 H 3.08969 -5.40607 3.34654  0.3448
37 H 0.84124 -5.48531 3.11330  0.4030
38 H 0.54317 -6.70188 1.86606  0.4000
39 H -1.14557 -4.98217 1.59030  0.3861
40 H -0.02018 -4.94373 0.21990  0.1674
41 H 1.14642 -3.15901 1.50146  0.0452
42 H -0.32024 -1.38583 1.07375  0.3858
43 H -1.63487 -2.52887 0.83284  0.3492
44 H -0.87720 -1.72538 -1.29899  -0.2327
45 H -0.42410 -3.41085 -1.25133  0.3505
46 H 1.73035 -4.01054 -1.20183  0.3208
47 H 2.53126 -2.98515 0.03817  0.1589
48 H 2.92075 -2.78216 -1.66292  0.3785
49 C -4.18810 1.42393 5.78576  -0.7122
50 O -4.65733 2.31336 4.78164  -0.3350
51 C -3.86116 3.49861 4.66281  -0.7938
52 C -3.09321 3.50038 3.33059  -0.1701
53 N -2.03331 2.48593 3.32590  -0.3295
54 C -1.45401 2.24274 2.00140  -0.7472
55 C -2.38876 1.68579 0.90411  -0.4715
56 O -2.83852 0.35174 1.14894  -0.3181
57 C -3.97160 0.25756 2.00118  -0.6878
58 H -4.93544 0.63604 5.91745  0.2364
59 H -3.25085 0.95258 5.48162  0.3004
60 H -4.05541 1.94109 6.74109  0.3425
61 H -3.18647 3.63346 5.51756  0.3997
62 H -4.55928 4.34243 4.65892  0.3921
63 H -2.64778 4.48718 3.17213  0.3783
64 H -3.81841 3.31799 2.53289  0.1687
65 H -2.41348 1.60950 3.67123  0.0708
66 H -0.64071 1.52079 2.14558  0.3903
67 H -0.99089 3.16840 1.64002  0.4068
68 H -1.80459 1.63598 -0.01949  0.2514
69 H -3.23071 2.35129 0.68968  0.4055
70 H -4.64618 1.11129 1.89905  0.3382
71 H -3.65070 0.14064 3.03804  0.2052
72 H -4.52251 -0.64813 1.73250  0.2974

Output
frontier orbital gap = 5.497 eV
total charge = +1
highest occupied orbital energy = -10.44 eV
electronic energy = -1494.4961 hartree


Record 2
DFT (ωB97M-V/def2-TZVPD) results for an isolated ion of composition C5H8NO and charge +1 in a non-equilibrium geometry.

Each line ends with the Mulliken charge.
Cartesian coordinates (Å):
1 C 0.40696 -1.73219 0.37740  -0.9694
2 N 0.86047 -0.50110 -0.29779  -0.2004
3 C -0.16298 0.78876 -0.02570  0.7093
4 C 0.57015 1.99129 -0.32542  -1.5338
5 C -1.40233 0.43246 0.25586  -0.1158
6 C -2.42844 -0.28293 0.38079  0.4589
7 O -3.64543 -0.84417 0.10956  -0.4023
8 H -0.62451 -1.99847 0.09609  0.3411
9 H 1.00945 -2.49912 0.21858  0.3921
10 H 0.44674 -1.49754 1.51415  0.3588
11 H 0.98198 -0.90106 -1.24961  0.3461
12 H 1.69656 0.06103 0.00688  0.3781
13 H -0.06125 2.80293 -0.09507  0.3768
14 H 1.50076 2.05340 0.32364  0.4550
15 H 0.85185 2.12672 -1.28937  0.4056

Output
frontier orbital gap (spin up / spin down) = 8.176 / 8.176 eV
energy relative to the best compared isomer or geometry (same formula, charge and spin) = 105.7 kcal/mol
total charge = +1
highest occupied orbital energy (spin up / spin down) = -14.37 / -14.37 eV
electronic energy = -324.8705 hartree


Record 3
DFT (ωB97M-V/def2-TZVPD) results for C33H45LaN5S as an isolated structure in a non-equilibrium geometry.

Each line ends with the Mulliken charge.
Cartesian coordinates (Å):
1 La 0.72904 0.16221 0.61440  0.9389
2 N 2.36716 1.81889 0.57499  0.1525
3 N 1.80569 0.08715 -2.26785  0.6329
4 C -2.02869 -0.51410 0.19387  0.7873
5 C -1.88300 0.70267 -0.53592  1.1216
6 C -1.55694 1.74162 0.38673  -0.0526
7 C -1.27648 3.16735 0.06686  -1.7601
8 H -1.44908 3.37659 -0.99495  0.4344
9 H -0.23466 3.44978 0.29455  0.1723
10 H -1.92338 3.83621 0.65399  0.4274
11 C -1.55223 1.17823 1.69505  0.7385
12 C -1.36411 1.92963 2.96630  -1.0199
13 H -2.31930 2.34657 3.33134  0.3540
14 H -0.67068 2.77679 2.84218  0.3130
15 H -0.96444 1.29012 3.76795  -0.0253
16 C -1.83201 -0.22052 1.57444  0.0626
17 C -1.94122 -1.18169 2.70370  -0.8353
18 H -1.05358 -1.15672 3.35863  -0.2097
19 H -2.03810 -2.21269 2.33721  0.3558
20 H -2.81928 -0.96535 3.33593  0.3423
21 C -2.12731 0.89028 -1.99103  -1.6764
22 H -2.67660 1.82781 -2.18699  0.4116
23 H -2.72114 0.06251 -2.40763  0.4658
24 H -1.18854 0.94241 -2.56999  0.0974
25 C -2.40769 -1.84524 -0.34888  -1.7242
26 H -1.61993 -2.59387 -0.17635  0.1327
27 H -2.57463 -1.80535 -1.42988  0.3022
28 H -3.32707 -2.22699 0.12292  0.4060
29 C 3.20190 2.39342 1.50356  -0.3797
30 H 2.75099 2.70931 2.45216  0.4323
31 C 4.55315 2.59029 1.24727  -0.7712
32 H 5.19758 3.00146 2.02600  0.3456
33 C 5.08726 2.25610 -0.00503  -0.6420
34 H 6.15243 2.35672 -0.21033  0.3354
35 C 4.22564 1.82485 -0.99271  -0.4572
36 H 4.55411 1.59614 -2.00440  0.3198
37 C 2.84640 1.69122 -0.72435  0.9975
38 C 1.92546 1.39387 -1.78975  -1.8184
39 H 1.09201 2.07075 -2.02333  0.2566
40 C 1.11346 -0.96811 -1.63152  -0.8601
41 C 2.26520 -0.30790 -3.52868  -0.8482
42 H 2.86159 0.36241 -4.11548  0.5083
43 C 1.76567 -1.52533 -3.75588  -0.7414
44 H 1.85673 -2.13240 -4.63512  0.5995
45 N 1.02573 -1.90353 -2.63597  1.2310
46 C 0.15357 -3.03528 -2.66056  0.1623
47 C -0.92817 -3.05092 -3.56088  1.0376
48 C -1.80365 -4.14261 -3.54610  -1.0231
49 H -2.65795 -4.14596 -4.22937  0.2470
50 C -1.60424 -5.22059 -2.68220  0.8211
51 C -2.51044 -6.41649 -2.72012  -1.4953
52 H -3.09597 -6.51052 -1.79640  0.2995
53 H -1.93352 -7.34291 -2.83226  0.3543
54 H -3.20842 -6.34475 -3.55993  0.3591
55 C -0.54144 -5.16605 -1.77610  -0.9929
56 H -0.39531 -5.99197 -1.07369  0.3526
57 C 0.35378 -4.09089 -1.76297  1.0897
58 C 1.51502 -4.08343 -0.82268  -1.5519
59 H 2.46456 -3.86830 -1.33265  0.3018
60 H 1.60307 -5.07702 -0.36264  0.4802
61 H 1.39372 -3.35438 -0.00392  0.1680
62 C -1.19093 -1.90082 -4.48307  -1.6537
63 H -0.47192 -1.85446 -5.31548  0.3801
64 H -1.17927 -0.92896 -3.96305  0.1473
65 H -2.19134 -2.01771 -4.92185  0.3810
66 C -0.35871 -0.55083 6.32809  -0.5917
67 C 0.94191 -1.29924 6.52048  -0.9352
68 N 1.76572 -1.46735 5.28913  -0.1321
69 C 1.79434 -0.58546 4.27113  -0.0122
70 S 1.94177 -1.21045 2.65420  -0.5906
71 N 1.74780 0.74543 4.54902  0.5171
72 C 2.37024 1.32679 5.78062  -0.4749
73 C 3.81201 0.94510 6.01195  -1.2224
74 H -0.21056 0.43307 5.86937  0.0193
75 H -0.82640 -0.39526 7.30645  0.3963
76 H -1.05991 -1.13077 5.71563  0.2091
77 H 1.57506 -0.83129 7.28290  0.2371
78 H 0.72861 -2.31978 6.86192  0.4759
79 H 1.89186 -2.42874 4.97322  0.3115
80 H 1.83339 1.33612 3.71783  -0.5587
81 H 2.27400 2.41242 5.66582  0.4707
82 H 1.73783 1.04006 6.62340  0.1712
83 H 4.44350 1.25405 5.17227  0.2798
84 H 4.16993 1.46277 6.90650  0.4503
85 H 3.92715 -0.13107 6.17262  0.2611

Output
frontier orbital gap (spin up / spin down) = 3.537 / 3.235 eV
energy relative to the best compared isomer or geometry (same formula, charge and spin) = 0.0 kcal/mol
total charge = -1
highest occupied orbital energy (spin up / spin down) = -1.14 / -0.84 eV
electronic energy = -1987.9683 hartree


Record 4
DFT (ωB97M-V/def2-TZVPD) results for C20H14BrNO6Re as an isolated structure in a non-equilibrium geometry.

Each line ends with the Mulliken charge.
Cartesian coordinates (Å):
1 Re -1.28150 -0.26496 0.19153  1.5776
2 C -3.76586 -2.27892 -0.35276  -0.3446
3 C -3.01507 -3.44358 -0.43699  -0.4161
4 C -2.00441 -3.69797 0.48599  -0.5459
5 C -1.76798 -2.80129 1.52597  -0.0601
6 C -2.54648 -1.63271 1.64872  -0.5071
7 C -3.53889 -1.35657 0.67992  -0.6776
8 H -4.54726 -2.08134 -1.07550  0.5473
9 H -3.22688 -4.16626 -1.21432  0.4593
10 H -1.43106 -4.61355 0.42042  0.4680
11 H -1.02118 -3.02123 2.27900  0.4756
12 H -2.54762 -1.09076 2.58780  0.5204
13 H -4.22733 -0.53198 0.82323  0.5581
14 O -2.23314 -0.08513 -1.51954  -0.6161
15 C -1.92144 0.41997 -2.66264  0.1346
16 C -0.65886 0.90128 -2.99976  0.5761
17 C -0.40371 1.38385 -4.30507  -0.6092
18 C 0.84118 1.83527 -4.60431  -0.3725
19 C 1.87593 1.85782 -3.65139  -0.3785
20 C 1.66349 1.36999 -2.38644  -0.7395
21 C 0.40374 0.86441 -2.03653  0.6507
22 O 0.21857 0.35777 -0.83818  -0.7421
23 N 1.12427 2.32154 -5.98386  1.0235
24 O 2.23967 2.74235 -6.18128  -0.5622
25 O 0.20797 2.25429 -6.77088  -0.5683
26 H -2.71322 0.46066 -3.41080  0.5128
27 H -1.17825 1.39220 -5.06233  0.5512
28 H 2.83680 2.26259 -3.94065  0.5431
29 H 2.44376 1.37234 -1.63753  0.5107
30 Br 2.97341 -2.33622 5.20473  -0.1420
31 C 2.71633 -0.60791 4.47942  -0.2493
32 C 3.54607 0.43845 4.86308  -0.3024
33 C 3.35052 1.70240 4.32093  -0.6285
34 C 2.34560 1.92485 3.39745  -0.5615
35 C 1.51908 0.86656 3.02081  0.5756
36 C 1.70104 -0.40518 3.56385  -0.0836
37 C 0.48582 1.09369 2.00310  0.6336
38 O 0.37344 2.06816 1.30765  -0.4979
39 O -0.41656 0.05956 1.82058  -0.4323
40 H 4.33615 0.26564 5.58057  0.4380
41 H 3.99268 2.51866 4.62134  0.4339
42 H 2.18725 2.90798 2.97546  0.4566
43 H 1.06394 -1.22669 3.26921  0.3904

Output
expectation value of S² = 0.7998
frontier orbital gap (spin up / spin down) = 3.726 / 4.178 eV
energy relative to the best compared isomer or geometry (same formula, charge and spin) = 52.8 kcal/mol
total charge = +2
highest occupied orbital energy (spin up / spin down) = -14.09 / -14.09 eV
spin multiplicity = 2
electronic energy = -3928.2398 hartree


Record 5
DFT (ωB97M-V/def2-TZVPD) results for a 2-piece molecular cluster, C4H12 overall in a non-equilibrium geometry.

Each line ends with the Mulliken charge.
Cartesian coordinates (Å):
1 C -1.17967 -2.53984 -0.79181  -0.8915
2 C -0.19022 -1.95492 -1.91933  -0.6921
3 H -2.02289 -3.04510 -1.29101  0.2576
4 H -0.65848 -3.31590 -0.37713  0.2759
5 H -1.46145 -1.81726 -0.14690  0.3446
6 H -0.54444 -1.93024 -2.92910  0.2946
7 H 0.82996 -2.46217 -2.02069  0.2499
8 H -0.08076 -0.98169 -1.62664  0.1618
9 C 0.93018 2.63918 0.82532  -0.8210
10 C 0.37002 1.80524 1.96231  -0.6672
11 H 0.93186 3.66506 1.18588  0.2858
12 H 1.96629 2.51262 0.59433  0.3004
13 H 0.34675 2.45148 -0.17330  0.2091
14 H 0.01865 0.84116 1.50740  0.1267
15 H -0.39698 2.28707 2.57856  0.2690
16 H 1.14118 1.84530 2.62210  0.2964

Output
frontier orbital gap = 12.196 eV
energy relative to the best compared isomer or geometry (same formula, charge and spin) = 32.6 kcal/mol
total charge = 0
highest occupied orbital energy = -11.16 eV
electronic energy = -159.5331 hartree


Record 6
DFT (ωB97M-V/def2-TZVPD) results for a 2-piece molecular cluster, CH4N2O2S overall in a non-equilibrium geometry.

Each line ends with the Mulliken charge.
Cartesian coordinates (Å):
1 C -0.66283 -1.23125 -0.41455  0.2361
2 N -1.82753 -0.71715 -0.43431  -0.3661
3 N 0.50995 -1.10998 -0.43421  -0.0376
4 O 0.41788 1.53777 0.27035  -0.6061
5 O 2.45421 -0.46840 0.86486  -0.6117
6 S 2.06795 -1.06173 -0.42717  0.2642
7 H 1.14810 1.38759 0.89512  0.3239
8 H -2.69726 -1.07241 0.14641  0.2765
9 H -1.83029 0.24882 -0.80774  0.2376
10 H 0.41982 2.48674 0.34124  0.2831

Output
frontier orbital gap = 7.272 eV
energy relative to the best compared isomer or geometry (same formula, charge and spin) = 61.3 kcal/mol
total charge = 0
highest occupied orbital energy = -7.08 eV
electronic energy = -698.5776 hartree